*a*
{"formula": "C6H20NO4", "method": "ωB97M-V/def2-TZVPD", "e_lumo_ev": -2.578, "multiplicity": 1, "total_charge": 1, "homo_lumo_gap_ev": 10.79, "species": ["C", "O", "C", "C", "C", "C", "C", "N", "H", "H", "H", "H", "H", "H", "H", "H", "H", "H", "H", "H", "H", "H", "H", "H", "O", "H", "H", "O", "H", "H", "O"], "xyz": [[0.586, 1.137, -2.597], [-0.600, 1.904, -2.833], [0.465, 0.495, -1.219], [1.333, -0.746, -0.988], [0.926, -1.588, 0.245], [1.151, -0.197, 2.380], [1.629, -1.034, 1.472], [0.743, 1.567, -0.189], [0.833, 0.447, -3.403], [1.337, 1.930, -2.606], [-1.315, 1.315, -3.092], [-0.563, 0.214, -0.993], [2.398, -0.486, -1.014], [1.246, -1.257, -1.954], [1.379, -2.576, 0.160], [-0.142, -1.660, 0.263], [1.603, 0.028, 3.335], [0.182, 0.277, 2.240], [2.602, -1.500, 1.591], [0.267, 1.203, 0.642], [0.106, 2.369, -0.309], [1.712, 1.691, 0.093], [-3.122, -0.533, 0.511], [-1.915, -0.935, 1.477], [-2.369, -0.205, 1.009], [-2.263, -2.833, 1.607], [-0.666, -3.301, 1.930], [-1.333, -2.645, 1.729], [-2.244, 1.723, 0.744], [-2.236, 2.864, -0.429], [-1.732, 2.335, 0.198]], "lowdin_charge": [-0.183, -0.051, -0.273, -0.139, -0.178, 0.015, -0.166, 0.209, 0.133, 0.135, 0.098, 0.137, 0.130, 0.123, 0.120, 0.071, 0.071, 0.054, 0.111, 0.094, 0.137, 0.175, 0.066, 0.013, -0.056, 0.068, 0.079, -0.049, 0.032, 0.074, -0.050]}

*b*
{"formula": "C6H20NO4", "method": "ωB97M-V/def2-TZVPD", "e_lumo_ev": -3.955, "multiplicity": 1, "total_charge": 1, "homo_lumo_gap_ev": 9.16, "species": ["C", "C", "C", "C", "C", "N", "C", "H", "H", "H", "H", "H", "H", "H", "H", "H", "H", "H", "H", "H", "H", "O", "H", "H", "O", "H", "H", "O", "H", "H", "O"], "xyz": [[-0.266, 3.453, 0.278], [-0.681, 2.991, -1.136], [0.341, 1.999, -1.781], [-0.107, 0.590, -1.560], [0.730, -0.376, -1.205], [0.291, -1.707, -0.978], [1.136, -2.657, -0.861], [0.677, 4.010, 0.203], [-0.032, 2.563, 0.857], [-0.951, 4.204, 0.661], [-0.821, 3.879, -1.738], [-1.602, 2.433, -0.949], [1.235, 2.184, -1.185], [0.540, 2.329, -2.798], [-1.176, 0.412, -1.557], [1.789, -0.192, -1.096], [-0.685, -1.978, -0.898], [2.191, -2.457, -1.007], [0.909, -3.708, -0.838], [-0.617, -3.757, 1.465], [0.433, -2.665, 2.048], [-0.055, -2.998, 1.292], [2.892, -0.986, 2.734], [3.720, -1.764, 1.747], [2.801, -1.593, 1.987], [-2.745, -0.928, 0.428], [-3.680, -1.806, 1.266], [-3.250, -1.749, 0.404], [-0.276, -0.119, 1.660], [-1.768, 0.314, 1.525], [-0.971, 0.081, 1.030]], "lowdin_charge": [-0.106, -0.234, -0.168, -0.063, -0.098, 0.060, 0.130, 0.075, 0.054, 0.076, 0.105, 0.092, 0.109, 0.122, 0.121, 0.137, 0.165, 0.122, 0.116, 0.074, 0.046, -0.045, 0.052, 0.050, -0.056, -0.012, 0.049, -0.053, 0.059, 0.070, -0.046]}

Of them, *b* has the lowest stability.

*a*
{"formula": "C2H6O2S", "method": "ωB97M-V/def2-TZVPD", "e_lumo_ev": 0.710, "multiplicity": 1, "homo_lumo_gap_ev": 9.97, "smiles": "OC(O)CS", "species": ["O", "C", "O", "C", "S", "H", "H", "H", "H", "H", "H"], "xyz": [[0.802, -1.306, -0.465], [0.769, -0.036, 0.171], [0.798, 0.965, -0.701], [-0.635, 0.161, 0.932], [-2.018, -0.188, -0.153], [0.024, -1.562, -1.028], [1.754, 0.073, 0.843], [1.428, 0.691, -1.350], [-0.681, 1.263, 1.202], [-0.703, -0.584, 1.830], [-1.537, 0.522, -1.281]], "lowdin_charge": [-0.069, -0.576, -0.022, -0.508, 0.686, 0.083, 0.187, 0.102, 0.084, 0.109, -0.077]}

*b*
{"formula": "C2H6O2S", "method": "ωB97M-V/def2-TZVPD", "e_lumo_ev": 0.496, "multiplicity": 1, "homo_lumo_gap_ev": 9.58, "smiles": "O=CO.CS", "species": ["O", "C", "O", "H", "H", "C", "S", "H", "H", "H", "H"], "xyz": [[-0.977, 1.451, 1.811], [0.234, 1.404, 1.875], [0.917, 2.470, 1.079], [0.732, 0.368, 2.113], [0.151, 2.643, 0.555], [0.061, -0.988, -1.341], [-0.727, -2.047, -0.190], [0.934, -1.624, -1.705], [-0.589, -0.731, -2.171], [0.531, 0.058, -1.159], [-1.268, -3.006, -0.867]], "lowdin_charge": [0.030, -0.246, -0.021, 0.172, 0.051, -0.559, 0.636, 0.036, 0.015, 0.071, -0.186]}

Of them, *b* has the lowest stability.

*a*
{"formula": "C3H8NO2S", "method": "ωB97M-V/def2-TZVPD", "e_lumo_ev": -0.604, "multiplicity": 1, "total_charge": -1, "homo_lumo_gap_ev": 3.47, "species": ["C", "C", "S", "C", "N", "O", "H", "H", "H", "H", "H", "H", "H", "H", "O"], "xyz": [[-0.700, 0.433, -0.251], [-1.825, 0.242, 0.787], [-3.328, -0.062, -0.022], [0.581, 0.669, 0.546], [1.728, 0.365, -0.389], [0.630, 1.826, 1.137], [-0.918, 1.326, -0.839], [-0.570, -0.424, -0.924], [-1.810, 1.179, 1.380], [-1.547, -0.568, 1.474], [0.626, -0.190, 1.292], [2.642, 0.541, 0.050], [1.701, -0.648, -0.614], [1.393, -2.682, -2.159], [1.397, -2.007, -1.469]], "lowdin_charge": [-0.218, -0.761, 0.590, -0.636, 0.069, -0.026, 0.109, 0.095, 0.081, 0.063, 0.136, 0.068, -0.026, -0.116, -0.427]}

*b*
{"formula": "C3H8NO2S", "method": "ωB97M-V/def2-TZVPD", "e_lumo_ev": 4.099, "multiplicity": 1, "total_charge": -1, "homo_lumo_gap_ev": 7.50, "smiles": "C=[S@](=O)([O-])N(C)C", "species": ["C", "S", "O", "O", "N", "C", "C", "H", "H", "H", "H", "H", "H", "H", "H"], "xyz": [[0.626, -1.511, 1.458], [1.349, -0.101, 0.035], [1.962, -0.609, -1.233], [2.065, 1.038, 0.591], [-0.154, 0.675, -0.459], [-1.037, 1.064, 0.628], [-0.724, -0.023, -1.534], [1.097, -2.318, 0.813], [1.227, -1.364, 2.440], [-0.411, 1.625, 1.337], [-2.005, 1.535, 0.439], [-1.309, 0.130, 1.143], [0.014, -0.007, -2.382], [-1.311, -0.962, -1.417], [-1.388, 0.827, -1.860]], "lowdin_charge": [-0.206, 0.596, -0.441, -0.440, -0.401, -0.164, -0.213, -0.096, -0.065, 0.075, 0.069, 0.038, 0.081, 0.086, 0.083]}

*c*
{"formula": "C3H8NO2S", "method": "ωB97M-V/def2-TZVPD", "e_lumo_ev": 3.671, "multiplicity": 1, "total_charge": -1, "homo_lumo_gap_ev": 6.66, "species": ["O", "C", "N", "C", "C", "S", "H", "H", "H", "H", "H", "H", "H", "H", "O"], "xyz": [[-0.624, 0.280, -2.936], [-0.339, -0.393, -2.002], [0.395, 0.208, -1.001], [0.916, -0.507, 0.197], [1.004, 0.337, 1.415], [1.222, 2.144, 1.039], [-0.598, -1.495, -1.859], [0.697, 1.158, -0.960], [1.902, -0.799, -0.351], [0.293, -1.437, 0.285], [2.048, -0.195, 1.716], [0.103, 0.121, 2.021], [-2.604, 0.183, 1.550], [-2.025, 0.564, 0.116], [-2.391, -0.169, 0.769]], "lowdin_charge": [-0.021, -0.418, -0.052, -0.372, -0.740, 0.135, 0.136, -0.005, 0.123, 0.105, 0.086, 0.030, -0.058, 0.114, -0.063]}

*d*
{"formula": "C3H8NO2S", "method": "ωB97M-V/def2-TZVPD", "e_lumo_ev": 3.835, "multiplicity": 1, "total_charge": -1, "homo_lumo_gap_ev": 6.72, "species": ["O", "C", "C", "C", "S", "N", "H", "H", "H", "H", "H", "H", "H", "H", "O"], "xyz": [[0.788, 0.785, -2.058], [1.225, 0.983, -0.950], [1.275, 0.006, 0.212], [0.487, 0.484, 1.441], [-1.290, 0.103, 1.582], [0.981, -1.411, -0.211], [1.872, 1.913, -0.846], [2.355, -0.061, 0.508], [1.097, 0.234, 2.298], [0.464, 1.596, 1.233], [0.325, -1.300, -0.997], [0.590, -2.025, 0.482], [-2.032, -0.955, -0.658], [-1.503, 0.128, -1.723], [-1.676, -0.794, -1.532]], "lowdin_charge": [0.024, -0.245, -0.442, -0.731, 0.178, 0.013, 0.125, 0.125, 0.031, 0.032, 0.027, 0.039, -0.055, 0.007, -0.128]}

Of them, *a* has the lowest stability.

*a*
{"formula": "C5H13NO3", "method": "ωB97M-V/def2-TZVPD", "e_lumo_ev": 0.764, "multiplicity": 1, "homo_lumo_gap_ev": 10.38, "smiles": "C[C@H](O)[C@@](N)(O)[C@@H](C)O", "species": ["C", "C", "O", "C", "N", "O", "C", "C", "O", "H", "H", "H", "H", "H", "H", "H", "H", "H", "H", "H", "H", "H"], "xyz": [[-0.880, -0.179, 2.135], [-1.228, 0.377, 0.762], [-2.528, -0.060, 0.429], [-0.263, -0.087, -0.366], [-0.297, -1.518, -0.581], [-0.768, 0.534, -1.542], [1.191, 0.387, -0.127], [2.098, -0.008, -1.296], [1.213, 1.776, 0.090], [-0.791, -1.262, 2.102], [-1.684, 0.074, 2.820], [0.045, 0.257, 2.497], [-1.198, 1.476, 0.795], [-2.709, 0.253, -0.467], [-1.257, -1.838, -0.475], [0.271, -2.000, 0.104], [-0.495, -0.019, -2.284], [1.570, -0.063, 0.796], [1.795, 0.521, -2.199], [2.041, -1.078, -1.472], [3.123, 0.269, -1.066], [0.751, 2.187, -0.653]], "lowdin_charge": [-0.021, -0.370, -0.029, -0.532, 0.117, 0.001, -0.377, -0.031, -0.015, 0.079, 0.085, 0.081, 0.148, 0.094, 0.094, 0.089, 0.106, 0.145, 0.080, 0.074, 0.082, 0.100]}

*b*
{"formula": "C5H13NO3", "method": "ωB97M-V/def2-TZVPD", "e_lumo_ev": [-0.382, -0.386], "multiplicity": 1, "homo_lumo_gap_ev": [8.89, 8.89], "species": ["C", "C", "O", "O", "H", "H", "H", "H", "H", "H", "C", "C", "N", "C", "O", "H", "H", "H", "H", "H", "H", "H"], "xyz": [[1.105, -0.285, 0.804], [2.059, -0.413, -0.377], [1.452, 0.868, 1.518], [1.202, -1.433, 1.640], [1.995, -1.317, 2.179], [0.664, 1.095, 2.044], [0.242, 1.706, -1.648], [1.853, -1.325, -0.934], [1.989, 0.447, -1.040], [3.078, -0.464, 0.008], [-2.066, 1.222, -0.860], [-0.947, -1.491, -0.204], [-0.765, 1.062, -0.190], [-0.413, -0.223, 0.433], [-1.154, 0.342, 1.423], [0.112, 1.814, -0.713], [-2.187, 2.275, -1.105], [-2.130, 0.620, -1.766], [-2.853, 0.926, -0.173], [-0.648, -2.336, 0.412], [-0.553, -1.625, -1.212], [-2.034, -1.466, -0.239]], "lowdin_charge": [-0.581, 0.006, 0.028, 0.019, 0.110, 0.105, 0.133, 0.086, 0.058, 0.092, -0.084, 0.015, -0.014, -0.577, 0.002, 0.069, 0.086, 0.083, 0.096, 0.091, 0.091, 0.085]}

Of them, *b* has the lowest stability.

*a*
{"formula": "H30O15", "method": "ωB97M-V/def2-TZVPD", "e_lumo_ev": [2.552, 2.420], "multiplicity": 2, "total_charge": -1, "homo_lumo_gap_ev": [3.00, 10.44], "species": ["O", "H", "H", "O", "H", "H", "O", "H", "H", "O", "H", "H", "O", "H", "H", "O", "H", "H", "O", "H", "H", "O", "H", "H", "O", "H", "H", "O", "H", "H", "O", "H", "H", "O", "H", "H", "O", "H", "H", "O", "H", "H", "O", "H", "H"], "xyz": [[1.420, -3.048, 0.694], [2.461, -3.289, 0.628], [1.442, -2.344, 0.045], [-3.472, 0.711, 1.045], [-3.279, 1.075, 0.281], [-3.747, 1.478, 1.765], [-2.938, -2.253, 2.225], [-1.983, -2.103, 2.141], [-3.212, -1.418, 2.410], [0.822, 0.061, 0.480], [1.243, 0.294, 1.240], [0.258, 0.735, 0.315], [-2.515, -0.844, -0.741], [-2.789, -0.799, 0.070], [-1.696, -1.434, -0.635], [-1.114, 0.912, -3.582], [-1.179, 0.587, -2.701], [-1.713, 0.438, -4.163], [-0.899, -0.731, 3.905], [-0.760, -0.156, 3.215], [-1.003, -0.663, 4.697], [-1.041, 2.967, -1.440], [-1.289, 3.074, -2.389], [-1.481, 3.686, -0.994], [-1.720, -1.699, -4.281], [-0.855, -1.994, -4.448], [-1.812, -1.282, -3.526], [2.963, 2.012, -1.015], [2.393, 2.787, -1.391], [3.849, 2.255, -0.661], [2.868, -0.636, -1.682], [2.222, -1.030, -1.207], [2.574, 0.366, -1.559], [-0.733, 2.287, 1.405], [-1.561, 2.337, 0.971], [-0.488, 3.257, 1.741], [1.719, -0.156, 3.078], [2.708, -0.383, 3.034], [1.358, -0.995, 3.197], [2.069, -3.327, -3.051], [1.269, -2.885, -2.965], [2.705, -2.510, -3.032], [2.571, 3.020, 2.818], [1.656, 3.099, 3.004], [2.715, 3.607, 2.046]], "lowdin_charge": [-0.114, 0.122, -0.034, -0.120, -0.093, 0.136, -0.030, 0.032, -0.054, -0.001, -0.057, -0.063, -0.024, -0.130, 0.093, -0.057, -0.008, 0.024, 0.103, 0.004, -0.109, -0.156, 0.030, -0.017, 0.035, 0.028, -0.078, -0.128, 0.106, 0.063, -0.092, -0.096, 0.061, -0.230, -0.072, 0.042, -0.067, 0.102, -0.014, -0.077, -0.039, 0.078, -0.101, -0.025, 0.028]}

*b*
{"formula": "H30O15", "method": "ωB97M-V/def2-TZVPD", "e_lumo_ev": [2.310, 2.139], "multiplicity": 2, "total_charge": -1, "homo_lumo_gap_ev": [2.57, 10.24], "species": ["O", "H", "H", "O", "H", "H", "O", "H", "H", "O", "H", "H", "O", "H", "H", "O", "H", "H", "O", "H", "H", "O", "H", "H", "O", "H", "H", "O", "H", "H", "O", "H", "H", "O", "H", "H", "O", "H", "H", "O", "H", "H", "O", "H", "H"], "xyz": [[-3.388, -0.576, -3.620], [-3.835, -0.257, -2.825], [-2.626, -1.059, -3.298], [0.162, -2.234, -3.510], [0.766, -1.890, -4.181], [0.771, -2.894, -3.112], [1.408, 0.555, -0.264], [1.292, 1.039, 0.547], [0.838, -0.209, -0.366], [-4.062, 2.114, -1.434], [-3.103, 2.255, -1.335], [-4.451, 2.768, -0.852], [-1.595, 1.226, -2.159], [-0.646, 1.082, -2.263], [-1.966, 0.871, -2.973], [1.724, 2.802, 2.587], [2.526, 3.310, 2.392], [1.253, 3.303, 3.270], [1.063, -3.926, 2.937], [0.167, -3.688, 2.770], [1.637, -3.530, 2.268], [3.219, -2.310, 2.311], [3.427, -1.752, 1.553], [3.495, -1.723, 3.029], [2.442, -2.642, -1.268], [1.832, -2.883, -0.571], [3.374, -2.773, -1.089], [-0.622, -1.350, -0.775], [-1.218, -2.099, -0.636], [-0.587, -1.379, -1.746], [-0.959, 3.779, 1.232], [-0.858, 2.995, 0.667], [-0.220, 3.532, 1.819], [4.061, 0.641, -1.692], [3.318, 0.436, -1.100], [4.316, 1.524, -1.408], [3.350, 1.082, 3.595], [2.563, 0.828, 3.100], [3.917, 1.479, 2.923], [-4.453, -0.313, -0.484], [-4.076, -0.763, 0.282], [-3.848, 0.441, -0.624], [-3.831, 0.636, 2.183], [-3.522, 1.079, 1.394], [-3.057, 0.476, 2.726]], "lowdin_charge": [-0.057, 0.015, 0.013, -0.079, 0.047, 0.039, -0.092, -0.012, -0.025, -0.068, 0.022, 0.053, -0.070, 0.041, 0.017, -0.127, 0.016, 0.032, -0.089, -0.003, -0.016, -0.084, 0.017, 0.035, -0.062, 0.017, 0.034, -0.090, 0.049, -0.001, -0.116, 0.005, -0.018, -0.124, -0.024, 0.008, -0.127, -0.018, -0.015, -0.091, 0.020, -0.021, -0.078, 0.003, 0.025]}

Of them, *a* has the lowest stability.